Entry one
DFT (the ωB97M-V functional and the def2-TZVPD basis) results for a cluster of 2 separate species, C5H9FO2 in total.

Structure (XYZ):
```
17
C5H9FO2 the ωB97M-V functional and the def2-TZVPD basis
F -0.499 -0.239 -1.867
C 0.004 1.064 0.152
H -1.750 -1.862 0.452
H -2.442 -0.205 -0.702
H 0.608 -0.018 2.043
H 2.160 0.345 0.820
C -1.733 -0.701 0.192
H -0.079 2.008 -1.523
O 0.582 2.055 -0.715
C 0.768 -0.958 0.000
H -1.652 0.278 1.314
H 2.035 -0.156 -1.147
C -0.507 -0.323 -0.526
H -0.746 1.630 0.866
C 0.944 0.161 0.979
H 0.461 -1.945 0.538
O 1.847 -1.134 -0.877
```

- M: 120.1 u
- E_LUMO: 0.6 eV
- Multiplicity: 1
- HOMO-LUMO gap: 0.3929 Eh



Entry two
DFT (the ωB97M-V functional and the def2-TZVPD basis) results for a structure of composition C5H9FO2.

Structure (XYZ):
```
17
C5H9FO2 the ωB97M-V functional and the def2-TZVPD basis
H 1.135 1.690 -0.425
H 1.197 -0.991 1.381
H 0.451 0.890 1.411
H -1.190 1.108 1.035
H -1.479 -1.495 -0.387
C -1.459 0.412 0.285
C -0.920 -0.939 0.346
C 1.146 0.063 0.830
H -0.750 0.426 -1.898
O 0.905 -1.448 -1.044
H 1.760 -1.032 -1.494
O 0.142 1.837 -0.692
H -2.568 0.319 0.078
C 0.351 -0.518 -0.210
C -0.455 0.575 -0.803
F 2.339 0.501 0.183
H -0.606 -1.398 1.405
```

- M: 120.1 u
- E_LUMO: 0.8 eV
- Multiplicity: 1
- HOMO-LUMO gap: 0.3892 Eh



Question: which arrangement is favored energetically? Ranking from most to least stable: entry two, entry one.



Entry one
DFT (the ωB97M-V functional and the def2-TZVPD basis) results for a cluster of 2 separate species, C4H4ClNOS in total.

Structure (XYZ):
```
12
C4H4ClNOS the ωB97M-V functional and the def2-TZVPD basis
S -0.171 -1.813 2.052
O 1.785 -1.483 0.252
C 0.630 -1.368 0.433
H -2.780 -0.742 3.150
Cl 3.725 1.992 0.040
H 3.104 1.023 0.726
C -1.021 -0.724 -1.568
H -1.819 -0.683 -2.194
C -0.336 -0.959 -0.597
C -2.593 -0.694 2.075
N -1.619 -1.315 1.580
H -3.274 -0.317 1.333
```

- M: 149.6 u
- SMILES string: C#CC(=O)SN=C.Cl
- E_LUMO: 0.0 eV
- Multiplicity: 1
- HOMO-LUMO gap: 0.3455 Eh



Entry two
DFT (the ωB97M-V functional and the def2-TZVPD basis) results for an isolated molecule of C4H4ClNOS.

Structure (XYZ):
```
12
C4H4ClNOS the ωB97M-V functional and the def2-TZVPD basis
N 1.135 -1.611 -0.115
O 0.769 -0.832 -1.208
H -1.061 0.514 -2.634
S 0.834 -1.698 2.511
Cl -1.492 2.400 -1.261
H 0.380 1.553 -2.404
C -0.006 0.183 -0.792
C -0.482 1.100 -1.896
H -0.125 -0.948 3.106
C -0.174 0.140 0.539
C 0.572 -1.024 0.897
H -0.750 0.802 1.175
```

- M: 149.6 u
- SMILES string: Sc1cc(CCl)on1
- E_LUMO: 0.7 eV
- Multiplicity: 1
- HOMO-LUMO gap: 0.3698 Eh



Question: which arrangement is favored energetically? Ranking from most to least stable: entry two, entry one.



Entry one
DFT (the ωB97M-V functional and the def2-TZVPD basis) results for an isolated molecule of C4H4ClNOS.

Structure (XYZ):
```
12
C4H4ClNOS the ωB97M-V functional and the def2-TZVPD basis
H 1.575 0.716 2.026
C -0.548 -0.778 0.046
N 1.456 1.802 0.385
H -1.282 1.220 0.355
C 1.281 0.710 0.966
C 0.854 -0.550 0.281
H 1.608 2.601 -1.222
C -1.462 0.178 0.202
S 2.001 -1.576 -0.234
Cl -3.121 -0.127 -0.073
O 1.132 1.820 -0.928
H -0.869 -1.701 -0.414
```

- M: 149.6 u
- SMILES string: O/N=C\C(=S)/C=C/Cl
- E_LUMO: -1.1 eV
- Multiplicity: 1
- HOMO-LUMO gap: 0.2898 Eh



Entry two
DFT (the ωB97M-V functional and the def2-TZVPD basis) results for an isolated molecule of C4H4ClNOS.

Structure (XYZ):
```
12
C4H4ClNOS the ωB97M-V functional and the def2-TZVPD basis
C 1.065 -0.063 -1.723
H -2.626 0.641 0.686
C 0.721 -0.218 0.647
H -1.668 -0.852 -0.064
Cl -0.350 1.846 2.057
N 0.438 -1.160 -1.457
C -0.548 0.470 1.049
H 1.275 -0.448 1.569
S 1.744 0.838 -0.419
C -1.680 0.056 0.492
O 0.527 -1.446 -0.100
H 1.102 0.338 -2.739
```

- M: 149.6 u
- SMILES string: C=C(Cl)[C@H]1ON=CS1
- E_LUMO: 0.6 eV
- Multiplicity: 1
- HOMO-LUMO gap: 0.3614 Eh



Question: which arrangement is favored energetically? Ranking from most to least stable: entry two, entry one.